[1]
# C27H34Cl2IN2O5OsP

A molecular structure, C27H34Cl2IN2O5OsP in a non-equilibrium geometry (wB97M-V/def2-TZVPD, OMol25).

CARTESIAN COORDINATES (ANGSTROEM)
C: -1.5401 -3.4405 0.1102
C: -0.6533 -2.2484 3.0715
H: -2.4479 -1.1663 -2.1842
O: -1.0464 1.3527 1.1129
H: 3.5762 -0.5842 -2.7585
C: 2.0460 -4.5870 0.3574
Os: -0.5444 -0.5126 0.3200
C: 0.6727 -4.6168 0.1440
O: 0.2992 0.6828 -2.4837
H: 0.1714 -5.5626 -0.0239
C: -3.3686 -1.8305 0.2478
H: 2.8647 4.1616 -0.7610
H: 1.5104 2.1914 -3.2958
H: -3.7137 -0.8557 -0.0852
C: -1.6314 -0.1651 3.2674
C: -1.3852 2.5446 0.7018
C: 0.6723 1.5632 -3.5948
H: -1.8429 0.7904 2.8199
C: -1.9350 2.7964 -0.5691
H: -1.3893 5.7768 1.7908
H: -2.6480 4.2563 -1.9922
H: -0.1939 2.1981 -3.7752
O: 2.5288 0.4324 -1.3097
C: -1.7359 -1.6691 5.1211
Cl: -2.4126 6.7554 -0.6602
C: -2.2336 1.6813 -1.3875
H: 1.9334 0.1905 -4.6836
H: 4.4692 -0.9804 0.1430
C: 2.6795 -3.3757 0.6073
H: 2.8112 -1.6285 -1.5599
C: 3.3591 -0.7014 -1.6980
Cl: -0.6550 3.3858 3.1541
H: -2.0450 -1.9174 6.1278
H: 1.2554 2.6245 1.3435
H: 5.0235 0.3548 -0.8740
H: -3.3154 -1.8364 1.3349
H: -0.0702 -2.9322 2.4744
P: 0.9971 0.6665 -1.0848
H: -2.7186 1.9000 -2.3477
H: -4.0860 -2.5874 -0.0769
H: 2.7853 4.5265 0.9690
C: -2.0303 5.1575 -0.1632
C: -0.0595 -3.4416 0.1618
H: -2.7622 -2.9050 -2.1563
C: -1.2343 3.6599 1.5539
H: 2.4432 -1.2623 0.8000
H: 2.6134 -5.5078 0.3510
C: -2.0245 -0.4317 4.5691
N: -0.9638 -1.0615 2.5212
C: -2.0903 -2.1140 -1.8154
C: 4.6313 -0.6619 -0.8865
C: -2.2389 4.0955 -1.0020
C: 1.8517 2.6872 0.4339
H: 1.0888 1.3893 -5.6741
C: 0.5699 -2.2054 0.3274
O: 1.0377 2.1834 -0.6723
H: 0.1986 0.0149 -5.0065
I: -3.0707 1.0231 5.6262
H: -1.9317 -3.6468 1.1093
C: -1.5336 4.9331 1.1285
O: -2.0435 0.4898 -1.0887
H: -0.7875 -3.5618 4.7458
N: -2.0431 -2.1150 -0.3294
C: 0.9958 0.7312 -4.8104
H: 2.7363 2.0597 0.5425
H: -1.9142 -4.2240 -0.5523
C: 2.2334 4.1126 0.1254
H: 5.3802 -1.3109 -1.3387
H: 1.3427 4.7185 -0.0444
H: -1.0925 -2.3054 -2.2075
C: -1.0353 -2.5866 4.3510
C: 1.9460 -2.1999 0.5840
H: 3.7437 -3.3481 0.8035

Values from the calculation:
* E_LUMO (alpha / beta): -7.90 / -8.08 eV
* Kohn-Sham gap (alpha / beta): 5.92 / 5.72 eV
* total charge: +2
* ΔE to the lowest compared entry with this formula, charge and spin: 1.6028 eV


[2]
# C27H34ClFN5O4S2

2 unconnected molecules or ions with the total composition C27H34ClFN5O4S2 in a non-equilibrium geometry (wB97M-V/def2-TZVPD, OMol25).

CARTESIAN COORDINATES (ANGSTROEM)
C: -4.6137 -2.6338 1.0860
H: 3.3604 3.2657 0.1785
H: 2.1174 -1.4668 0.4078
O: -0.2446 -0.2278 -2.8684
N: -0.8061 -2.6434 -1.9165
C: -3.1371 3.5734 1.4602
N: 2.8627 -3.3590 2.6131
C: 0.7213 2.7955 0.4660
C: 3.5637 -0.6679 -1.2395
H: -5.7058 -2.6012 0.7096
C: -3.2497 -0.6845 -0.0081
C: -4.1813 -0.1244 -7.4970
H: 4.2798 -1.2336 -1.9692
C: 1.8862 -3.3124 4.9273
H: 5.2217 -2.8158 5.1951
H: 1.6308 -2.2175 4.6637
C: 1.0366 3.8667 1.6293
H: 0.9914 -4.4185 3.1922
H: 3.5146 1.6323 0.6984
H: 1.1103 -3.7873 5.6291
C: -0.2632 5.8486 2.7950
H: 4.2394 -0.1640 -0.4499
H: -5.5219 0.1802 -5.8845
H: -0.8377 4.9859 3.3295
C: -1.1778 1.4330 -1.0671
H: 1.9537 -2.2548 -1.3449
H: -4.2041 3.7964 1.8443
H: -0.4376 5.3306 0.5470
H: 4.9080 -3.9479 3.0531
C: 1.4953 1.0919 -1.3467
H: 2.2879 -0.1870 -3.0614
H: -2.2102 -0.1511 -8.4484
H: -4.5493 -3.2563 2.0508
C: 2.0565 -4.1945 3.5587
C: -3.4790 0.5862 -5.4968
C: 4.2154 -3.0290 3.1871
C: 2.9958 -4.0881 1.3220
C: 0.3681 5.3303 1.3743
C: -0.6731 -1.4804 -2.3005
H: 4.0366 -1.4404 4.7952
N: 1.7975 2.0706 -0.2664
S: 2.3875 -5.6164 0.9873
C: -0.8013 2.4765 0.0929
H: -0.9551 6.7662 2.6097
C: 2.6638 -1.8356 -0.5380
N: -4.5741 0.2083 -6.2273
H: -3.9481 -3.1450 0.2936
H: 0.6713 3.4529 2.6578
S: 3.9111 -3.1710 -0.0381
O: -3.1854 1.3705 -2.6376
O: -3.5979 0.6890 -0.3910
H: -2.1322 -0.8272 0.2413
C: 2.7088 0.3734 -2.1299
H: -1.3563 0.7112 -6.0198
H: 3.4327 1.2024 -2.5213
H: -4.9033 -0.4463 -8.2330
H: -3.4307 -1.0661 2.2920
H: 2.1808 4.0648 1.7399
C: -2.8188 0.0350 -7.5749
H: -3.4804 -1.3514 -0.9224
C: -2.7336 1.1527 -1.4585
H: 0.6429 6.1069 3.4721
F: 1.3676 6.3252 0.9578
Cl: -5.4831 0.0613 1.5820
H: 4.6810 -2.1776 2.5387
O: 3.2138 -3.3183 5.5604
C: 0.0285 0.7312 -1.7976
H: -3.5797 0.8924 -4.4653
N: 3.1545 2.2748 -0.0269
C: -2.0471 3.1528 0.8362
H: 2.6830 -5.1379 3.8004
C: 4.1756 -2.6005 4.7453
C: -4.0866 -1.1249 1.3313
C: -2.3733 0.4849 -6.3075

Values from the calculation:
* E_LUMO: -5.49 eV
* Kohn-Sham gap: 4.21 eV
* total charge: +1